{"formula": "C5H10O2", "method": "wB97M-V/def2-TZVPD", "symbols": ["C", "C", "O", "C", "C", "C", "O", "H", "H", "H", "H", "H", "H", "H", "H", "H", "H"], "positions_angstrom": [[-1.329, -0.710, 0.103], [-0.239, 0.362, 0.193], [-0.444, 1.340, -0.825], [-0.186, 1.016, 1.572], [1.145, -0.254, -0.140], [1.355, -0.876, -1.503], [2.037, -0.242, 0.679], [-2.306, -0.276, 0.352], [-1.385, -1.110, -0.913], [-1.140, -1.533, 0.802], [-1.230, 1.846, -0.577], [-0.938, 1.809, 1.660], [-0.372, 0.290, 2.371], [2.408, -1.153, -1.585], [0.743, -1.779, -1.610], [1.079, -0.183, -2.303], [0.801, 1.454, 1.725]], "nbo_charge": [-0.63, 0.14, -0.72, -0.63, 0.60, -0.73, -0.53, 0.21, 0.22, 0.22, 0.47, 0.20, 0.22, 0.24, 0.23, 0.25, 0.24], "largest_force_ha_per_bohr": 0.009, "homo_energy_ha": -0.35414, "total_energy_ha": -346.989057, "smiles": "CC(=O)C(C)(C)O", "relative_energy_kcal_mol": 22.83}